28
Properties=species:S:1:pos:R:3:forces:R:3:mulliken_charge:R:1 method="wB97M-V/def2-TZVPD" mol_weight_g_mol=179.24 charge=+1 e_lumo_ev=-3.94
C 4.3428 -1.2306 -0.0635 -1.371 1.637 -0.033 -0.222
C 3.1467 -1.4482 0.5780 0.025 2.800 0.350 -0.634
C 4.5586 0.0176 -0.8247 -0.003 -1.150 1.237 -0.583
C 3.6811 1.0281 -0.7193 -1.921 0.205 -0.048 -0.171
C 2.1684 -0.3471 0.5878 1.066 0.008 -2.249 0.849
C -2.6074 -0.8272 -0.3587 0.367 0.252 -0.089 0.557
C -4.2017 0.4597 1.0624 2.002 -3.346 0.690 -1.383
C -4.8313 -0.8879 -1.1212 -0.336 -1.663 -1.517 -1.075
C 1.6330 1.9828 0.1858 -2.456 2.065 1.326 -0.928
C -3.8175 -0.4464 -0.1376 -0.896 0.820 1.660 0.444
N 2.4720 0.8931 0.0481 3.088 -4.149 -0.558 0.076
N 0.8789 -0.5821 0.7780 -0.839 -0.574 1.569 -0.298
O -1.5115 -1.1187 -0.6505 0.549 -0.177 0.143 -0.548
H 5.1016 -1.9634 -0.0189 0.685 -0.704 -0.203 0.460
H 2.8311 -2.2465 1.2295 0.456 -0.626 -0.360 0.337
H 5.4578 0.1806 -1.4060 -0.124 -0.247 -0.004 0.389
H 3.7012 1.9229 -1.3776 0.190 -0.542 0.981 0.306
H -5.1461 0.3332 1.5301 -1.053 -0.698 -0.111 0.385
H -3.4676 0.3238 1.8818 -0.254 0.216 -0.434 0.347
H -4.1426 1.4016 0.7168 0.138 3.541 -0.960 0.365
H -5.4791 -0.0404 -1.4247 0.061 -0.659 0.397 0.327
H -4.2649 -1.1867 -2.0966 -1.337 0.061 1.635 0.324
H -5.4063 -1.7896 -0.6417 0.677 1.734 -1.378 0.239
H 0.5612 1.7581 0.4214 1.252 0.039 0.224 0.289
H 2.0449 2.6907 0.9186 -0.311 -0.178 -0.057 0.322
H 1.5412 2.4821 -0.7276 0.118 0.948 -1.531 0.421
H 0.2386 -0.0561 0.1921 -0.269 -0.474 0.606 0.144
H 0.5169 -1.3039 1.4380 0.499 0.861 -1.285 0.260